Record 1
C25H54ClNO9P | ωB97M-V/def2-TZVPD

The geometry in XYZ format:
```
91
Properties=species:S:1:pos:R:3:lowdin_charge:R:1
C 2.50 -1.50 4.44 -0.10
C 3.20 -0.15 4.35 -0.22
C 3.11 0.57 2.99 -0.15
C 1.84 0.37 2.22 -0.16
O 0.76 1.16 2.80 -0.06
C -0.42 0.53 2.95 -0.24
C -1.02 -0.17 1.91 0.06
N -2.17 -0.82 2.08 0.14
C -2.79 -0.82 3.27 0.00
C -2.26 -0.11 4.33 0.06
C -1.07 0.58 4.19 -0.02
C -0.53 1.34 5.37 -0.50
O 0.23 0.83 6.10 0.22
O -1.06 2.59 5.57 -0.24
P -0.25 3.89 4.86 0.65
O 1.22 3.26 4.73 -0.30
Cl -0.96 3.79 2.89 0.27
H 3.06 -2.31 3.98 0.08
H 1.49 -1.50 4.05 0.05
H 2.41 -1.76 5.50 0.08
H 2.87 0.48 5.18 0.10
H 4.26 -0.33 4.53 0.11
H 3.27 1.63 3.17 0.11
H 3.93 0.25 2.36 0.13
H 2.01 0.74 1.21 0.09
H 1.57 -0.67 2.12 0.12
H -0.53 -0.18 0.95 0.14
H -2.53 -1.33 1.27 0.17
H -3.70 -1.38 3.36 0.14
H -2.79 -0.12 5.27 0.14
H 1.58 3.38 3.83 0.05
C 1.45 2.21 -2.15 -0.04
C 1.72 2.54 -0.69 -0.49
C 1.75 4.04 -0.46 -0.04
O 2.95 1.95 -0.27 -0.08
H 2.25 2.61 -2.78 0.08
H 1.43 1.13 -2.30 0.07
H 0.50 2.63 -2.49 0.08
H 0.94 2.09 -0.07 0.12
H 2.54 4.52 -1.04 0.09
H 1.94 4.26 0.59 0.07
H 0.80 4.50 -0.75 0.06
H 3.66 2.32 -0.81 0.07
C 5.70 -0.59 -2.45 -0.06
C 4.77 0.42 -3.11 -0.49
C 5.08 0.58 -4.59 -0.05
O 4.89 1.69 -2.45 -0.07
H 6.74 -0.26 -2.53 0.09
H 5.47 -0.69 -1.39 0.08
H 5.61 -1.57 -2.92 0.08
H 3.74 0.11 -2.98 0.13
H 6.11 0.95 -4.73 0.09
H 4.41 1.31 -5.05 0.08
H 4.98 -0.36 -5.12 0.08
H 5.80 2.00 -2.55 0.10
C -1.86 5.52 -2.14 -0.06
C -3.18 5.36 -1.40 -0.49
C -3.47 6.57 -0.52 -0.06
O -3.14 4.17 -0.60 -0.07
H -1.03 5.62 -1.44 0.06
H -1.66 4.65 -2.77 0.08
H -1.88 6.41 -2.78 0.08
H -3.99 5.22 -2.11 0.14
H -2.68 6.69 0.23 0.08
H -4.41 6.44 0.01 0.08
H -3.52 7.48 -1.11 0.08
H -2.43 4.27 0.04 0.05
C -0.68 -4.51 -0.84 -0.05
C -1.49 -3.30 -1.27 -0.47
C -1.17 -2.89 -2.70 -0.05
O -1.24 -2.19 -0.38 -0.09
H 0.39 -4.28 -0.87 0.08
H -0.92 -4.79 0.19 0.08
H -0.88 -5.36 -1.49 0.08
H -2.55 -3.53 -1.19 0.13
H -0.11 -2.62 -2.79 0.08
H -1.75 -2.02 -2.99 0.08
H -1.37 -3.71 -3.39 0.08
H -0.30 -1.98 -0.45 0.08
C -4.75 -7.65 -1.57 -0.06
C -4.40 -6.20 -1.85 -0.50
C -5.50 -5.51 -2.64 -0.06
O -3.16 -6.13 -2.57 -0.07
H -4.87 -8.21 -2.50 0.08
H -3.95 -8.14 -1.00 0.08
H -5.67 -7.74 -1.00 0.08
H -4.24 -5.67 -0.91 0.13
H -5.64 -6.00 -3.61 0.08
H -5.23 -4.47 -2.84 0.08
H -6.45 -5.53 -2.11 0.08
H -3.28 -6.59 -3.40 0.09
```

## Properties
orbital gap: 0.3008 Ha
2S+1: 1
charge: +1
highest occupied orbital energy: -12.1 eV
LUMO level: -3.9337 eV


Record 2
C25H54N4O4P3S4Tl | ωB97M-V/def2-TZVPD

The geometry in XYZ format:
```
95
Properties=species:S:1:pos:R:3:lowdin_charge:R:1
Tl 1.12 0.56 -0.04 0.69
C 5.18 1.81 -1.27 -0.49
C 4.59 3.10 -0.71 -0.50
S 2.77 3.28 -0.74 0.77
C 2.38 3.71 -2.47 -0.50
C 2.45 2.57 -3.48 -0.50
S 1.18 1.30 -3.15 0.82
C 1.81 0.00 -4.28 -0.49
C 1.53 -1.41 -3.79 -0.48
S 1.79 -1.79 -2.02 0.77
C 3.59 -2.01 -1.86 -0.50
C 4.44 -0.76 -2.04 -0.50
S 4.43 0.31 -0.56 0.81
H 6.24 1.79 -1.05 0.09
H 5.05 1.76 -2.35 0.06
H 5.01 3.96 -1.23 0.09
H 4.83 3.20 0.35 0.08
H 3.04 4.52 -2.77 0.09
H 1.36 4.09 -2.42 0.08
H 3.43 2.09 -3.46 0.05
H 2.28 2.97 -4.48 0.09
H 2.88 0.18 -4.42 0.06
H 1.32 0.14 -5.24 0.09
H 2.13 -2.12 -4.36 0.09
H 0.48 -1.66 -3.93 0.08
H 3.90 -2.77 -2.57 0.09
H 3.71 -2.41 -0.85 0.06
H 4.08 -0.16 -2.87 0.04
H 5.48 -1.04 -2.23 0.09
C -3.99 3.39 -1.36 -0.09
N -3.40 2.13 -1.80 -0.30
C -2.98 2.11 -3.20 -0.08
P -2.68 1.02 -0.83 0.49
O -1.26 0.70 -1.12 -0.44
O -2.96 1.65 0.65 -0.27
P -2.20 1.43 2.06 0.46
O -1.40 0.18 2.10 -0.33
N -1.40 2.87 2.23 -0.29
C -1.02 3.68 1.08 -0.08
C -0.41 2.88 3.31 -0.09
N -3.37 1.44 3.20 -0.29
C -3.90 0.20 3.75 -0.09
C -4.27 2.59 3.29 -0.08
N -3.62 -0.34 -0.92 -0.28
C -5.05 -0.19 -0.65 -0.08
C -3.05 -1.57 -0.39 -0.11
H -4.89 3.58 -1.94 0.09
H -3.30 4.23 -1.50 0.09
H -4.27 3.32 -0.31 0.07
H -3.83 2.37 -3.83 0.09
H -2.65 1.10 -3.47 0.08
H -2.17 2.81 -3.40 0.09
H -1.84 3.74 0.37 0.06
H -0.13 3.30 0.57 0.04
H -0.80 4.70 1.43 0.10
H -0.72 2.19 4.10 0.08
H -0.34 3.88 3.74 0.10
H 0.58 2.58 2.95 0.08
H -3.24 -0.62 3.50 0.06
H -4.90 -0.01 3.35 0.09
H -3.98 0.28 4.84 0.09
H -3.81 3.45 2.81 0.08
H -4.46 2.84 4.34 0.09
H -5.23 2.38 2.81 0.09
H -5.39 0.78 -1.02 0.08
H -5.26 -0.26 0.42 0.08
H -5.61 -0.97 -1.17 0.09
H -1.99 -1.58 -0.61 0.07
H -3.53 -2.43 -0.86 0.09
H -3.19 -1.64 0.70 0.08
C 2.77 -0.99 2.88 -0.07
O 2.17 -1.91 1.94 -0.36
H 3.34 -0.27 2.28 0.06
H 3.46 -1.51 3.55 0.10
H 2.01 -0.46 3.45 0.10
C 2.32 -4.19 3.49 -0.13
P 1.31 -3.14 2.43 0.87
C -0.12 -2.52 3.33 -0.12
C 0.89 -4.03 0.95 -0.30
C -0.41 -4.03 0.46 -0.07
C -0.72 -4.77 -0.67 -0.05
C 0.26 -5.52 -1.30 -0.04
C 1.57 -5.52 -0.81 -0.05
C 1.89 -4.78 0.31 -0.08
H 1.85 -5.17 3.57 0.08
H 2.42 -3.77 4.48 0.07
H 3.31 -4.32 3.04 0.07
H -0.91 -3.27 3.34 0.08
H -0.46 -1.60 2.85 0.03
H 0.18 -2.32 4.36 0.08
H -1.18 -3.46 0.96 0.10
H -1.73 -4.79 -1.04 0.12
H 0.02 -6.11 -2.17 0.12
H 2.33 -6.12 -1.30 0.12
H 2.90 -4.79 0.70 0.11
```

## Properties
orbital gap: 0.3147 Ha
2S+1: 1
charge: +2
highest occupied orbital energy: -13.1 eV
LUMO level: -4.5675 eV


Record 3
C25H54NO10P2S3 | ωB97M-V/def2-TZVPD

The geometry in XYZ format:
```
95
Properties=species:S:1:pos:R:3:lowdin_charge:R:1
C 4.05 0.07 0.03 -0.10
C 2.78 0.12 1.01 -0.19
C 2.69 -1.22 1.87 -0.12
N 1.50 -2.08 1.61 0.00
C 1.83 -3.30 1.18 0.07
C 0.54 -4.17 0.99 -0.40
P 0.30 -5.19 -0.58 0.94
C 0.39 -4.14 -2.14 -0.30
C 1.77 -6.40 -0.73 -0.40
C 1.25 -7.87 -0.36 -0.19
C -0.66 -3.23 1.52 -0.52
S -2.29 -3.27 0.66 0.77
C 0.03 -1.80 1.81 -0.33
C -0.60 -0.67 0.91 -0.19
C -0.29 -0.79 -0.65 -0.19
P -0.99 0.78 -1.42 0.70
O -2.48 0.96 -1.17 -0.29
O -0.52 0.91 -3.03 -0.26
C -1.47 0.31 -3.95 -0.26
C -2.03 -1.11 -3.52 -0.10
O -0.18 2.04 -0.61 -0.26
C -1.11 2.91 0.07 -0.31
C -0.32 4.16 0.70 -0.06
C -0.04 -1.54 3.38 -0.02
C -1.36 -0.54 3.68 -0.17
C -2.84 -1.29 3.41 -0.06
O -2.18 -0.91 4.84 -0.13
H 4.94 -0.36 0.58 0.08
H 3.86 -0.50 -0.92 0.08
H 4.33 1.15 -0.22 0.07
H 1.83 0.42 0.49 0.07
H 3.02 0.95 1.75 0.12
H 3.63 -1.82 1.63 0.12
H 2.79 -0.95 2.97 0.13
H 2.85 -3.72 0.99 0.16
H 0.66 -4.95 1.81 0.14
H 0.63 -4.85 -3.00 0.06
H 1.20 -3.36 -2.09 0.04
H -0.64 -3.71 -2.32 0.01
H 2.15 -6.47 -1.80 0.08
H 2.60 -6.12 -0.01 0.07
H 0.39 -8.19 -1.03 0.08
H 0.91 -7.90 0.72 0.07
H 2.06 -8.65 -0.46 0.07
H -0.91 -3.76 2.50 0.10
H -2.30 -4.24 -0.32 -0.13
H -0.14 0.31 1.26 0.11
H -1.71 -0.54 1.02 0.10
H -0.73 -1.72 -1.10 0.04
H 0.83 -0.84 -0.87 0.10
H -0.90 0.14 -4.92 0.13
H -2.32 1.01 -4.23 0.13
H -2.83 -1.07 -2.72 0.08
H -1.18 -1.81 -3.26 0.06
H -2.52 -1.56 -4.44 0.10
H -1.85 3.38 -0.66 0.12
H -1.65 2.42 0.94 0.10
H 0.10 4.73 -0.19 0.09
H -1.03 4.89 1.21 0.08
H 0.51 3.84 1.39 0.08
H -0.22 -2.46 4.00 0.14
H 0.78 -0.88 3.78 0.12
H -1.26 0.59 3.38 0.17
H -3.09 -0.35 2.76 0.07
H -3.80 -1.19 3.98 0.14
O -3.15 3.36 3.34 -0.30
S -4.27 4.11 2.82 0.59
O -4.49 5.48 3.19 -0.27
O -5.62 3.28 3.08 -0.26
C -5.94 2.89 4.42 -0.26
C -6.42 4.07 5.26 -0.07
C -4.26 4.01 1.06 -0.12
H -5.08 2.40 4.89 0.11
H -6.74 2.15 4.36 0.12
H -5.62 4.80 5.40 0.07
H -6.74 3.74 6.24 0.08
H -7.24 4.58 4.76 0.09
H -4.13 2.97 0.77 0.07
H -3.43 4.61 0.70 0.06
H -5.20 4.40 0.68 0.08
O 3.78 4.33 -3.41 -0.27
S 3.79 2.89 -3.48 0.61
O 4.35 2.09 -2.43 -0.30
O 4.44 2.45 -4.89 -0.26
C 5.76 2.91 -5.21 -0.26
C 6.82 2.20 -4.40 -0.08
C 2.15 2.32 -3.80 -0.13
H 5.82 4.00 -5.07 0.12
H 5.92 2.71 -6.27 0.12
H 6.74 2.43 -3.33 0.07
H 7.82 2.50 -4.72 0.08
H 6.72 1.12 -4.50 0.08
H 1.71 2.90 -4.61 0.08
H 1.57 2.46 -2.88 0.05
H 2.19 1.26 -4.04 0.07
```

## Properties
orbital gap: 0.2647 Ha
2S+1: 1
charge: +1
highest occupied orbital energy: -11.2 eV
LUMO level: -3.9729 eV


Record 4
C25H54O11S | ωB97M-V/def2-TZVPD

The geometry in XYZ format:
```
91
Properties=species:S:1:pos:R:3:lowdin_charge:R:1
O -2.89 3.20 0.52 0.13
C -1.99 2.58 0.13 -0.36
O -2.10 1.61 -0.83 -0.04
C -1.57 0.38 -0.29 -0.13
C -0.26 -0.06 -1.01 -0.07
C 0.59 1.15 -1.31 -0.15
C 1.56 1.74 -0.62 -0.45
S 2.18 1.13 0.92 0.85
C 1.96 2.95 -1.47 -0.43
O 2.93 3.57 -1.56 0.22
O 0.79 3.23 -2.22 0.11
C 0.39 1.96 -2.61 -0.42
O 0.05 1.61 -3.65 0.23
H -0.97 2.79 0.53 0.16
H -2.32 -0.42 -0.43 0.11
H -1.42 0.49 0.79 0.12
H 0.22 -0.80 -0.36 0.12
H -0.58 -0.47 -1.98 0.13
H 1.92 2.04 1.91 -0.10
C -5.09 1.50 3.32 -0.05
C -5.40 1.20 1.87 -0.48
C -6.87 1.43 1.56 -0.05
O -5.05 -0.16 1.57 -0.07
H -5.66 0.84 3.99 0.08
H -4.03 1.32 3.54 0.07
H -5.32 2.53 3.57 0.08
H -4.78 1.83 1.22 0.11
H -7.50 0.77 2.16 0.08
H -7.08 1.20 0.51 0.08
H -7.15 2.46 1.75 0.08
H -5.59 -0.73 2.14 0.09
C -0.58 -2.42 4.82 -0.06
C 0.37 -1.62 3.95 -0.49
C 1.15 -0.60 4.78 -0.06
O -0.36 -0.95 2.93 -0.08
H -1.32 -1.76 5.30 0.08
H -1.14 -3.14 4.22 0.08
H -0.05 -2.96 5.60 0.08
H 1.07 -2.29 3.45 0.14
H 0.47 0.11 5.25 0.08
H 1.83 -0.03 4.14 0.06
H 1.74 -1.09 5.56 0.08
H -0.98 -0.34 3.36 0.08
C -3.96 -2.25 -1.86 -0.06
C -4.97 -3.15 -1.16 -0.49
C -6.39 -2.87 -1.62 -0.06
O -4.87 -2.97 0.25 -0.06
H -4.17 -1.20 -1.64 0.07
H -2.95 -2.46 -1.52 0.07
H -4.00 -2.38 -2.95 0.08
H -4.72 -4.20 -1.36 0.14
H -6.67 -1.83 -1.39 0.08
H -7.09 -3.52 -1.10 0.08
H -6.49 -3.02 -2.70 0.08
H -5.09 -2.05 0.44 0.05
C -4.99 2.48 -2.76 -0.05
C -5.78 1.38 -3.46 -0.50
C -5.51 1.37 -4.95 -0.06
O -7.18 1.57 -3.22 -0.06
H -5.27 3.47 -3.14 0.08
H -5.20 2.48 -1.69 0.07
H -3.92 2.35 -2.91 0.07
H -5.51 0.41 -3.03 0.12
H -5.82 2.32 -5.41 0.08
H -6.09 0.59 -5.44 0.08
H -4.45 1.21 -5.17 0.08
H -7.42 2.43 -3.59 0.08
C 6.43 -2.19 1.44 -0.06
C 5.51 -1.02 1.12 -0.50
C 6.31 0.20 0.68 -0.06
O 4.73 -0.69 2.26 -0.09
H 7.10 -1.94 2.26 0.08
H 5.84 -3.05 1.76 0.08
H 7.02 -2.48 0.57 0.07
H 4.82 -1.30 0.33 0.14
H 6.99 0.53 1.47 0.09
H 5.65 1.03 0.46 0.07
H 6.91 -0.02 -0.21 0.06
H 5.33 -0.44 2.97 0.09
C 9.90 -1.02 -2.76 -0.06
C 9.97 -0.02 -1.61 -0.49
C 11.41 0.28 -1.23 -0.06
O 9.27 -0.54 -0.49 -0.07
H 10.36 -1.97 -2.48 0.08
H 8.86 -1.23 -3.02 0.08
H 10.41 -0.64 -3.65 0.08
H 9.47 0.90 -1.90 0.14
H 11.92 -0.63 -0.89 0.08
H 11.44 0.99 -0.40 0.08
H 11.96 0.70 -2.07 0.08
H 9.70 -1.36 -0.22 0.09
```

## Properties
orbital gap: 0.3444 Ha
2S+1: 1
structure (SMILES): O=COCCC1=C(S)C(=O)OC1=O.CC(C)O.CC(C)O.CC(C)O.CC(C)O.CC(C)O.CC(C)O
highest occupied orbital energy: -9.6 eV
LUMO level: -0.2465 eV


Record 5
C25H55BrN2O12P3 | ωB97M-V/def2-TZVPD

The geometry in XYZ format:
```
98
Properties=species:S:1:pos:R:3:lowdin_charge:R:1
Br 4.56 2.24 -5.80 0.67
C 3.12 2.15 -7.13 -0.61
C 2.05 3.24 -6.76 -0.27
C 1.05 3.37 -7.98 -0.09
N -0.38 3.18 -7.50 -0.12
C -0.61 1.98 -6.93 0.05
C -1.97 1.75 -6.40 0.07
C -2.85 2.89 -6.58 0.03
C -2.41 4.11 -7.26 -0.02
N -1.15 4.20 -7.71 0.13
H 2.64 1.14 -7.22 0.07
H 3.55 2.44 -8.12 0.07
H 2.56 4.24 -6.66 0.11
H 1.55 3.05 -5.78 0.11
H 1.18 4.37 -8.44 0.14
H 1.24 2.62 -8.79 0.14
H 0.18 1.20 -6.84 0.16
H -2.26 0.80 -5.92 0.13
H -3.89 2.86 -6.20 0.13
H -3.09 4.97 -7.40 0.14
O 0.04 0.29 -3.33 -0.26
P 0.80 0.11 -2.03 0.66
O 1.71 -1.19 -2.48 -0.22
C 2.75 -1.00 -3.43 -0.29
C 3.88 -0.14 -2.89 -0.10
O -0.37 -0.68 -1.19 -0.27
C -1.74 -0.63 -1.61 -0.27
C -2.06 -1.75 -2.59 -0.06
O 1.67 0.14 -0.58 -0.19
C 2.17 1.41 -0.13 -0.28
C 1.11 2.50 -0.14 -0.07
H 2.34 -0.56 -4.35 0.10
H 3.14 -1.99 -3.68 0.12
H 3.56 0.90 -2.80 0.05
H 4.74 -0.17 -3.56 0.07
H 4.19 -0.48 -1.90 0.09
H -1.97 0.35 -2.03 0.10
H -2.36 -0.74 -0.72 0.12
H -1.30 -1.86 -3.36 0.07
H -3.03 -1.57 -3.07 0.08
H -2.12 -2.70 -2.06 0.07
H 3.02 1.70 -0.75 0.10
H 2.54 1.26 0.88 0.12
H 0.75 2.69 -1.15 0.07
H 1.53 3.43 0.25 0.10
H 0.25 2.20 0.47 0.07
O -1.62 -6.12 1.17 -0.23
P -0.49 -5.53 1.98 0.64
O 0.60 -5.30 0.76 -0.22
C 0.34 -4.28 -0.20 -0.28
C 0.42 -2.89 0.40 -0.07
O 0.12 -6.94 2.59 -0.22
C -0.67 -8.13 2.58 -0.29
C -0.47 -8.92 1.30 -0.08
O 0.57 -4.74 3.05 -0.19
C 0.01 -3.74 3.90 -0.30
C -1.23 -4.21 4.63 -0.08
H -0.63 -4.44 -0.67 0.10
H 1.10 -4.38 -0.98 0.12
H -0.45 -2.71 1.06 0.07
H 0.41 -2.12 -0.38 0.04
H 1.32 -2.77 1.00 0.09
H -1.72 -7.90 2.75 0.10
H -0.34 -8.73 3.43 0.12
H -0.50 -8.29 0.41 0.07
H -1.22 -9.70 1.21 0.08
H 0.52 -9.40 1.30 0.08
H -0.21 -2.85 3.31 0.09
H 0.78 -3.47 4.62 0.12
H -2.04 -4.45 3.94 0.07
H -1.59 -3.43 5.31 0.08
H -1.02 -5.11 5.22 0.09
O -2.19 3.30 6.34 -0.22
P -1.06 3.20 5.35 0.64
O 0.19 3.68 6.32 -0.22
C 0.62 2.81 7.35 -0.29
C 1.27 1.55 6.81 -0.08
O -1.32 4.62 4.56 -0.22
C -2.58 5.30 4.67 -0.30
C -2.58 6.27 5.84 -0.07
O 0.06 2.86 4.12 -0.19
C -0.08 1.60 3.45 -0.30
C -1.49 1.32 2.97 -0.08
H -0.21 2.56 8.01 0.11
H 1.36 3.36 7.94 0.12
H 0.51 0.89 6.37 0.06
H 1.76 0.99 7.60 0.08
H 2.00 1.78 6.03 0.08
H -3.39 4.58 4.75 0.10
H -2.73 5.85 3.75 0.11
H -2.16 5.83 6.75 0.07
H -3.59 6.61 6.06 0.08
H -1.96 7.14 5.61 0.08
H 0.27 0.80 4.11 0.10
H 0.60 1.62 2.59 0.10
H -2.19 1.25 3.81 0.07
H -1.52 0.37 2.43 0.08
H -1.84 2.12 2.32 0.08
```

## Properties
orbital gap: 0.2268 Ha
2S+1: 1
charge: +1
highest occupied orbital energy: -11.1 eV
LUMO level: -4.8809 eV